# 1
A structure of composition C20H55CrN5O13S2, computed with ωB97M-V/def2-TZVPD.

Output
Max |F|   3.274 eV/Å
Energy relative to the best compared isomer or geometry (same formula, charge and spin)   0.0 kcal/mol
HOMO energy (spin up / spin down)   -1.203 / -2.501 eV
<S²>   6.0127
Lowest unoccupied orbital energy (spin up / spin down)   3.9 / 3.9 eV
Net charge   -2
2S+1   5

Geometry as XYZ:
```
96
Properties=species:S:1:pos:R:3:forces:R:3:mulliken_charge:R:1
Cr -2.87410 -1.06522 0.16906 -2.236 -0.569 -0.972 0.079
S -1.62060 1.09536 -0.80955 0.356 2.035 -2.539 1.350
O -2.55914 0.97075 0.35865 -0.139 0.800 1.615 -0.536
O -1.63030 -0.30657 -1.24896 1.899 -1.048 -1.318 -0.279
O -2.08324 2.00458 -1.86095 -0.343 -0.495 1.267 -0.776
O -0.26022 1.55659 -0.41479 -0.325 -0.597 0.981 -0.606
S -4.50164 -2.18014 -1.73764 -1.759 0.160 -0.809 1.271
O -4.53226 -0.80254 -1.17116 -0.009 1.266 0.699 -0.728
O -5.78700 -2.85372 -1.50837 0.773 -0.142 0.384 -0.723
O -4.17336 -2.19426 -3.15408 0.391 -0.091 -0.242 -0.742
O -3.36095 -2.72727 -0.92748 1.240 -1.522 1.190 -0.743
C -3.76672 5.52805 0.44977 0.479 -0.748 0.979 -1.544
C -2.62274 4.92381 1.26493 -0.049 -0.521 1.132 0.434
C -3.12991 3.91194 2.32167 -1.119 -0.346 -1.101 -0.438
O -2.07952 3.67827 3.22739 0.117 0.150 0.279 -0.165
C -2.44200 3.24704 4.49818 -0.138 -0.406 0.681 -0.935
N -1.64073 4.29314 0.38892 -0.565 0.076 -0.024 -0.614
H -4.30121 4.70067 -0.02013 -0.126 0.233 -0.298 0.320
H -3.35889 6.22421 -0.27728 -0.205 0.030 -0.103 0.364
H -4.40912 6.00570 1.19270 -0.285 0.277 -0.403 0.432
H -2.20539 5.69881 1.92167 0.486 0.226 -0.514 0.232
H -3.42353 2.99269 1.78985 0.389 -0.152 0.095 0.028
H -4.06961 4.19311 2.82698 0.335 0.574 0.253 0.502
H -3.09487 2.36390 4.53576 0.229 -0.217 -0.468 0.359
H -2.99080 3.96622 5.12647 0.142 0.500 -0.380 0.330
H -1.50821 3.01479 5.01131 -0.050 -0.113 0.108 0.260
H -0.99267 3.69221 0.88822 0.119 0.294 0.252 0.084
H -2.18387 3.58421 -0.11139 0.300 0.240 -0.628 0.162
C 0.24552 -2.80358 0.07988 0.539 -0.222 0.034 -1.214
C -0.69872 -3.07542 1.24396 -0.792 0.294 -0.518 0.511
C 0.02979 -3.57300 2.48138 -0.861 -0.122 -0.611 -0.839
O -0.96010 -3.86306 3.46153 0.229 -0.100 0.280 -0.261
C -0.40141 -4.39432 4.62786 -0.505 -0.447 0.645 -0.798
N -1.46081 -1.82534 1.53870 0.962 -0.455 0.157 0.286
H 1.16424 -2.31131 0.41485 -0.152 0.305 0.079 0.301
H -0.23582 -2.18198 -0.67457 -0.037 0.023 0.034 -0.005
H 0.59940 -3.71999 -0.39979 -0.293 -0.135 0.043 0.492
H -1.44882 -3.80187 0.92316 0.135 -0.235 0.121 0.418
H 0.70667 -2.78965 2.83843 0.245 -0.169 0.056 0.204
H 0.53054 -4.50916 2.20664 0.409 0.136 0.183 0.484
H 0.13830 -5.33568 4.47007 0.407 0.195 -0.359 0.310
H -1.19739 -4.70322 5.31152 -0.270 0.337 -0.167 0.256
H 0.21270 -3.67520 5.17678 0.277 0.048 -0.166 0.286
H -1.85929 -1.91890 2.46886 0.034 0.061 0.012 0.287
H -0.69955 -1.12480 1.58697 -0.445 0.310 0.457 -0.186
C 0.62302 0.27676 4.40101 -0.348 0.322 0.686 -1.631
C 0.20458 1.06062 3.15189 0.909 0.331 -0.400 0.681
C 0.92321 2.39560 2.97552 -0.549 0.680 0.015 -0.551
O 2.30911 2.21833 2.79573 0.942 -0.824 0.284 -0.305
C 3.04808 3.40824 2.85885 -1.033 0.710 -0.215 -0.881
N 0.48263 0.23577 1.97725 0.222 0.266 -0.459 0.310
H 0.28932 0.68754 5.36339 -0.576 0.185 -0.292 0.362
H 1.69764 0.24104 4.60037 0.138 -0.197 -0.821 0.316
H 0.21100 -0.72706 4.30047 0.170 -0.111 0.155 0.267
H -0.85220 1.33462 3.10160 -0.105 -0.323 0.423 0.414
H 0.69324 3.08370 3.80345 0.279 -0.084 0.220 0.536
H 0.51321 2.88300 2.08612 -0.040 -0.039 -0.114 0.050
H 4.12012 3.30931 2.70105 -0.034 -0.737 0.131 0.265
H 2.85191 3.87626 3.83084 0.237 0.251 -0.007 0.323
H 2.69919 4.08176 2.06446 -0.030 0.194 0.123 0.323
H 1.48207 0.29568 1.82407 0.327 -0.357 0.128 0.005
H 0.14411 0.74224 1.13357 -0.201 -0.148 0.134 -0.451
C 0.94346 -1.23496 -4.28876 0.783 1.071 -0.162 -1.348
C -0.39451 -1.83427 -4.60886 -1.598 -0.424 0.134 0.672
C -0.57562 -3.32370 -4.19423 0.528 0.493 -0.066 -0.330
O -0.27394 -4.10403 -5.35081 0.271 -0.341 0.156 -0.388
C -0.22220 -5.47959 -5.10653 0.363 -0.116 0.274 -0.770
N -1.45395 -0.99630 -4.01873 0.478 -1.002 0.294 -0.555
H 1.82704 -1.76253 -4.66100 -0.180 -0.432 0.227 0.376
H 1.05515 -0.97153 -3.23298 -0.075 -0.599 0.155 -0.187
H 1.02844 -0.24138 -4.74457 -0.295 -0.068 -0.183 0.398
H -0.56607 -1.81881 -5.69015 0.213 -0.074 -0.068 0.321
H -1.57820 -3.60168 -3.84923 -0.156 0.504 -0.140 0.500
H 0.08913 -3.52134 -3.33439 0.218 -0.315 -0.272 0.156
H -0.29546 -5.98966 -6.06873 -0.090 -0.070 0.073 0.249
H -0.99673 -5.83677 -4.41591 -0.283 0.158 -0.234 0.304
H 0.72677 -5.77432 -4.62951 0.084 0.087 -0.095 0.275
H -1.35874 -1.10662 -2.99885 -0.111 0.734 -0.356 -0.073
H -2.32355 -1.51147 -4.16532 -0.242 0.432 -0.057 0.379
C 3.99212 0.13635 -0.30837 0.306 0.341 -0.606 -0.879
C 3.76385 1.25742 -1.35269 -1.047 0.228 1.840 0.518
C 4.66575 1.12697 -2.56063 -0.471 1.226 0.312 -1.061
O 4.29818 -0.03679 -3.26042 0.263 -0.385 -0.037 -0.179
C 4.99319 -0.17680 -4.45279 0.522 0.502 -1.458 -0.933
N 2.36196 1.34804 -1.81095 0.537 -1.754 -0.537 -0.475
H 5.00996 0.15191 0.09697 0.095 -0.083 -0.194 0.429
H 3.78767 -0.83069 -0.77039 -0.017 -0.078 0.192 0.257
H 3.34165 0.31576 0.53281 -0.409 -0.106 0.234 -0.029
H 3.90078 2.20074 -0.80493 0.744 0.037 -0.382 0.419
H 5.72799 1.18632 -2.29340 0.106 -0.554 0.109 0.432
H 4.48155 2.03681 -3.14867 -0.094 -0.230 -0.429 0.406
H 4.55379 -0.85403 -5.18964 -0.554 -0.345 0.701 0.246
H 6.03726 -0.50450 -4.35652 0.034 0.063 0.459 0.317
H 5.01245 0.76823 -5.01741 0.094 0.163 0.256 0.375
H 2.31989 0.44689 -2.30156 -0.768 0.492 -0.433 0.115
H 1.61804 1.22306 -1.09846 0.648 0.606 -0.091 0.120
```
Positions in Å, forces in eV/Å.

---

# 2
The molecule C28H33N3O3, computed with ωB97M-V/def2-TZVPD.

Output
Max |F|   0.500 eV/Å
Energy relative to the best compared isomer or geometry (same formula, charge and spin)   1.2 kcal/mol
HOMO energy   -8.453 eV
SMILES   Cc1ccc(C2CC(=O)C(=CNCCN3CCN(C(=O)Cc4ccccc4)CC3)C(=O)C2)cc1
Lowest unoccupied orbital energy   0.5 eV

Geometry as XYZ:
```
67
Properties=species:S:1:pos:R:3:forces:R:3:mulliken_charge:R:1
C -7.67437 -2.96348 -0.01704 0.001 -0.003 -0.083 -1.461
C -6.44174 -2.11201 -0.00487 0.039 -0.028 0.043 0.948
C -5.18433 -2.67367 0.16592 -0.107 0.005 -0.006 -0.825
C -4.04828 -1.88468 0.15547 0.048 0.091 -0.017 -0.459
C -4.13296 -0.51123 -0.02588 0.157 -0.119 0.023 0.339
C -5.39258 0.05067 -0.19743 0.043 0.014 -0.009 -0.388
C -6.52722 -0.73704 -0.18706 0.010 -0.031 0.007 -1.002
H -7.49666 -0.27841 -0.32178 -0.104 0.048 -0.004 0.351
H -5.49612 1.11654 -0.34100 -0.002 0.132 -0.014 0.254
C -2.88688 0.33816 -0.03280 -0.219 0.240 -0.035 0.921
C -2.72002 1.07908 -1.35975 0.184 -0.207 -0.125 -0.998
C -1.43602 1.87836 -1.39502 -0.098 0.006 0.078 0.742
O -0.80351 2.00772 -2.43182 -0.010 -0.031 -0.206 -0.710
C -0.99426 2.46437 -0.13693 0.052 0.044 0.122 -0.039
C -1.66555 2.22930 1.11952 -0.071 -0.097 -0.243 1.153
O -1.26560 2.70233 2.18406 -0.019 0.043 0.278 -0.806
H 0.23341 3.64222 1.74201 0.021 0.074 -0.191 0.377
C -2.90424 1.36314 1.10029 0.116 -0.144 0.161 -0.839
H -3.00495 0.87668 2.07312 0.030 0.099 -0.021 0.389
H -3.76196 2.03240 0.98325 -0.053 -0.004 -0.005 0.262
C 0.18526 3.19628 -0.17557 -0.153 0.195 0.028 -1.160
N 0.71000 3.83730 0.85440 -0.361 -0.025 0.264 -0.170
C 2.10866 4.14894 0.86158 0.450 -0.218 -0.017 -0.851
H 2.33216 4.84657 1.66917 -0.001 0.042 -0.111 0.411
C 2.89992 2.83131 1.04892 -0.150 0.203 -0.080 -1.043
N 2.43092 1.86193 0.08346 0.241 -0.055 0.036 0.943
C 2.22453 0.52521 0.60473 -0.164 -0.255 0.007 -1.195
H 1.59060 0.58879 1.49231 0.009 -0.004 0.019 0.603
C 1.52077 -0.33177 -0.45302 -0.001 -0.035 0.481 -0.261
N 2.30345 -0.35408 -1.66198 -0.168 0.312 -0.103 0.135
C 3.06763 -1.36471 -2.13346 -0.227 -0.413 0.024 0.883
O 3.80639 -1.21861 -3.08917 0.347 -0.099 -0.218 -0.677
C 2.96233 -2.70680 -1.41450 0.123 0.037 -0.220 -1.190
C 3.62440 -2.63738 -0.06520 0.015 -0.093 0.140 0.432
C 4.89188 -2.07528 0.04847 -0.033 -0.042 -0.013 -0.153
C 5.51301 -1.98300 1.28055 0.066 0.025 0.012 -0.743
C 4.87717 -2.45557 2.41708 0.039 0.016 0.100 -0.445
C 3.62114 -3.02688 2.31189 -0.025 -0.010 0.111 -0.692
C 2.99863 -3.11587 1.07858 0.042 -0.018 -0.080 -0.082
H 2.01907 -3.56902 1.00625 -0.105 -0.018 -0.035 0.390
H 3.12279 -3.40466 3.19266 -0.039 -0.028 0.074 0.387
H 5.36112 -2.38281 3.37973 0.036 0.004 0.077 0.400
H 6.49646 -1.54199 1.35518 0.076 0.029 0.000 0.401
H 5.38718 -1.71043 -0.83973 0.065 0.063 -0.112 0.457
H 1.92186 -3.02335 -1.33023 0.005 -0.013 0.040 0.401
H 3.49089 -3.42945 -2.04158 -0.131 0.111 -0.018 0.333
C 2.47903 0.98201 -2.19389 0.336 0.276 -0.238 -0.944
C 3.19626 1.83943 -1.15094 -0.090 -0.103 -0.203 -0.877
H 3.29847 2.86026 -1.52345 0.044 0.036 -0.033 0.555
H 4.20668 1.42659 -0.98271 -0.015 0.075 -0.030 0.337
H 3.07481 0.91054 -3.10429 -0.104 0.046 0.105 0.507
H 1.49511 1.40022 -2.42580 0.066 0.010 0.009 0.101
H 1.35926 -1.33268 -0.06173 -0.038 0.025 -0.051 0.186
H 0.55348 0.12457 -0.68872 0.022 -0.089 0.062 -0.198
H 3.17661 0.04075 0.88462 -0.087 0.009 0.026 0.289
H 2.70904 2.45602 2.05678 0.043 0.005 -0.013 0.445
H 3.97489 3.03315 0.95545 0.007 -0.053 0.055 0.378
H 2.37715 4.60523 -0.09438 0.004 0.062 0.066 0.380
H 0.66834 3.31040 -1.13791 0.039 0.020 0.012 0.552
H -2.72563 0.38605 -2.20353 0.034 0.100 0.003 0.333
H -3.54741 1.77964 -1.50270 -0.067 0.016 0.006 0.388
H -2.02005 -0.31956 0.10814 -0.057 0.013 -0.006 0.089
H -3.07970 -2.34553 0.29183 0.112 -0.025 0.013 0.393
H -5.09163 -3.74090 0.30973 -0.005 -0.110 0.025 0.346
H -7.51212 -3.89091 0.52699 -0.051 -0.066 0.030 0.370
H -7.94223 -3.21566 -1.04377 -0.083 -0.062 -0.023 0.279
H -8.51476 -2.43475 0.42747 -0.084 -0.026 0.031 0.369
```
Positions in Å, forces in eV/Å.

---

# 3
A cluster of 2 separate species, C19H23FN in total, computed with ωB97M-V/def2-TZVPD.

Output
Max |F|   4.304 eV/Å
Energy relative to the best compared isomer or geometry (same formula, charge and spin)   21.9 kcal/mol
HOMO energy   -12.747 eV
Lowest unoccupied orbital energy   -4.9 eV
Net charge   +1

Geometry as XYZ:
```
44
Properties=species:S:1:pos:R:3:forces:R:3:mulliken_charge:R:1
F 3.82651 2.69154 1.84549 -0.409 -1.322 -0.013 -0.307
C 3.39935 1.38565 1.81653 0.051 0.953 -0.225 -0.050
C 4.30984 0.37175 2.09589 -0.399 -0.008 -0.052 -0.606
C 3.82615 -0.94314 2.08658 0.277 0.144 0.097 -0.564
C 2.49695 -1.21650 1.77902 -0.027 -0.148 -0.234 -0.482
C 1.62615 -0.17962 1.40822 -0.038 0.427 -0.782 0.512
C 0.25488 -0.52541 0.93893 0.016 -2.501 3.502 -0.326
C -0.95618 0.08052 1.58984 0.087 -0.107 -0.778 0.392
C -2.12446 -0.71342 1.68622 0.005 0.207 -0.304 -0.244
C -3.36533 -0.11069 1.88062 0.194 -0.141 0.172 -0.628
C -3.45538 1.27754 2.02985 0.161 -0.053 -0.154 -0.452
C -2.28952 2.03624 2.12755 0.582 -0.104 0.254 -0.773
C -1.03270 1.42598 1.99978 -0.539 0.219 -0.305 -0.192
C 2.07560 1.14876 1.44222 0.624 -0.113 0.206 -0.316
H 5.35575 0.61551 2.30972 -0.490 -0.122 -0.062 0.461
H 4.52435 -1.75964 2.29274 -0.375 0.277 0.039 0.403
H 2.12393 -2.24305 1.82910 0.192 0.322 -0.202 0.427
H 0.14639 -1.60559 0.82702 -0.022 0.376 0.558 0.558
H -2.03771 -1.80465 1.61114 -0.114 0.502 -0.269 0.577
H -4.26542 -0.72265 1.88808 0.207 0.133 0.093 0.409
H -4.42762 1.76675 2.10154 0.268 -0.191 -0.006 0.417
H -2.33168 3.11480 2.29984 -0.059 -0.431 0.125 0.428
H -0.13333 1.98764 2.24346 -0.352 -0.002 -0.424 0.552
H 1.42820 1.98378 1.18717 0.385 -0.152 -0.125 0.690
C -1.67944 0.72923 -1.71953 -0.286 0.041 -0.162 -1.493
C -0.96603 -0.61297 -1.91755 -1.224 0.209 0.151 1.150
C -1.90908 -1.76521 -1.61462 0.016 -0.169 -0.058 -1.689
C -0.42663 -0.69934 -3.33980 0.442 -0.194 -0.251 -0.774
C 0.97903 -0.09630 -3.28169 0.027 0.354 -0.443 -0.801
C 1.43783 -0.26616 -1.83824 1.262 0.320 0.386 -0.279
N 0.25466 -0.67579 -1.04990 -0.179 1.741 0.419 0.125
H -2.54238 0.74910 -2.39544 0.115 0.129 0.172 0.515
H -2.06107 0.85000 -0.69583 0.137 0.003 -0.233 0.186
H -1.03384 1.58068 -1.98054 -0.096 -0.190 0.113 0.404
H -2.75906 -1.73345 -2.31546 0.275 -0.088 0.311 0.391
H -1.36288 -2.70502 -1.75527 -0.240 0.046 0.056 0.454
H -2.28626 -1.71645 -0.58671 -0.016 -0.041 -0.361 0.241
H -0.35563 -1.74511 -3.65104 -0.126 0.061 0.028 0.386
H -1.06710 -0.16455 -4.05494 0.096 -0.258 0.295 0.347
H 1.66539 -0.61320 -3.96483 -0.207 0.282 0.152 0.348
H 0.95406 0.96998 -3.55731 0.076 -0.395 0.092 0.321
H 2.24914 -0.99751 -1.75922 -0.271 0.003 0.130 0.447
H 1.80815 0.68036 -1.42173 0.181 -0.269 -0.246 0.159
H 0.12643 0.16961 -0.41689 -0.207 0.249 -1.661 -0.324
```
Positions in Å, forces in eV/Å.